This record from OMol25 describes C4H9N3O in the gas phase at a distorted geometry. The level of theory is the ωB97M-V functional and the def2-TZVPD basis.

XYZ file:
```
17
Properties=species:S:1:pos:R:3:forces:R:3:lowdin_charge:R:1
C -0.331754 2.596772 -0.947074 2.27 -1.19 1.41 -0.082
C 0.171100 1.272844 -1.644326 -5.53 0.81 2.54 -0.160
N 0.246134 0.285026 -0.527311 0.77 0.62 -2.19 -0.185
N 1.244861 0.526225 0.485175 2.43 -2.17 -1.99 0.087
C -0.770683 -0.548329 -0.462685 -1.04 0.57 1.55 -0.176
N -1.253289 -1.155824 0.618211 0.67 -1.41 -1.00 0.071
C -0.396609 -1.810403 1.467189 -3.34 3.40 -0.31 -0.395
O 0.781716 -1.903251 1.281413 2.69 -1.96 0.21 -0.022
H -1.339803 2.440331 -0.605115 -0.47 -0.04 -0.01 0.064
H 0.298134 2.628779 -0.011584 -0.60 0.98 -0.98 0.075
H -0.284433 3.449165 -1.594981 0.24 0.53 -0.12 0.062
H -0.897528 1.109354 -2.097673 2.93 -0.68 -0.64 0.132
H 1.042570 1.349131 -2.194479 1.48 0.01 -1.37 0.083
H 1.374094 -0.496368 0.777046 -0.53 1.13 0.80 0.045
H 2.229591 0.488148 -0.070740 -2.71 0.88 1.00 0.157
H -1.412481 -0.459972 -1.357605 0.29 -0.36 0.60 0.129
H -0.960142 -1.935858 2.392684 0.47 -1.12 0.51 0.114
```
Positions in Å, forces in eV/Å.

Output
Total charge: 0
SMILES string: CCN(N)/C=N\C=O
Energy relative to the best compared isomer or geometry (same formula, charge and spin) in kJ/mol: 368.86
E in Ha: -397.21015